Version one
The following is a quantum chemistry calculation of the ion C2H3NO3P with charge -1, from the OMol25 dataset.

Cartesian coordinates (Å):
C -1.456 -0.094 -0.187
P 0.188 0.717 0.144
O -0.102 1.662 1.242
O 0.846 1.065 -1.114
O 1.229 -0.531 0.847
C 2.143 -0.949 0.092
N 2.881 -1.456 -0.623
H -1.769 -1.028 0.320
H -2.095 0.624 0.449
H -1.864 -0.009 -1.170

## Properties
* charge: -1
* structure (SMILES): C[P@](=O)([O-])OC#N
* Kohn-Sham gap: 0.3675 hartree

Löwdin atomic charge list, values in e, 6 entries: C -0.168; P 0.292; O -0.366; O -0.335; O -0.099; C -0.516

=====

Version two
The following is a quantum chemistry calculation of a cluster of 2 separate species, C2H3NO3P in total, from the OMol25 dataset.

Cartesian coordinates (Å):
C 1.906 -0.129 1.099
C 0.585 0.268 0.693
N 2.959 -0.587 0.636
O 0.383 1.576 0.916
O -0.393 -0.517 0.540
O -3.486 0.681 -0.231
P -3.262 -0.569 0.538
H 3.228 -0.874 -0.411
H -0.642 1.637 0.902
H -3.104 -1.687 -0.476

## Properties
* charge: -1
* Kohn-Sham gap (spin up / spin down): 0.1668 / 0.1668 hartree

Löwdin atomic charge list, values in e, 6 entries: C -0.241; C -0.650; N -0.066; O -0.007; O -0.160; O -0.634

=====

It is version one that is the most stable of them.

=====

Version one
The following is a quantum chemistry calculation of a cluster of 2 separate species, C3H10NO in total, from the OMol25 dataset.

Cartesian coordinates (Å):
C 2.275 0.841 -0.952
N 1.477 1.035 0.004
H 3.331 1.104 -0.876
H 1.929 0.328 -1.850
H 0.353 0.959 -0.186
H 1.754 1.582 0.813
C -1.572 -0.141 0.581
O -1.056 0.829 -0.380
C -0.933 -1.518 0.532
H -1.427 0.330 1.544
H -2.645 -0.157 0.440
H -1.195 0.463 -1.266
H -0.146 -1.628 -0.219
H -0.453 -1.757 1.471
H -1.691 -2.270 0.345

## Properties
* charge: +1
* Kohn-Sham gap: 0.3981 hartree

Löwdin atomic charge list, values in e, 6 entries: C 0.117; N 0.163; H 0.121; H 0.120; H 0.086; H 0.152

=====

Version two
The following is a quantum chemistry calculation of a cluster of 2 separate species, C3H10NO in total, from the OMol25 dataset.

Cartesian coordinates (Å):
C -0.386 2.114 -0.314
C 0.210 -0.800 -0.142
C 0.230 -2.211 0.290
O 0.132 -2.913 -0.978
N -0.501 1.896 1.129
H -0.928 3.032 -0.550
H -0.827 1.340 -0.935
H 1.117 -0.216 -0.012
H -0.505 -0.649 -0.946
H -0.595 -2.568 0.916
H 1.148 -2.517 0.803
H 0.393 -2.307 -1.680
H 0.650 2.246 -0.636
H -0.237 0.977 1.479
H 0.099 2.578 1.577

## Properties
* charge: +1
* Kohn-Sham gap: 0.1936 hartree

Löwdin atomic charge list, values in e, 6 entries: C -0.178; C 0.318; C -0.189; O 0.034; N 0.003; H 0.093

=====

Version three
The following is a quantum chemistry calculation of a cluster of 2 separate species, C3H10NO in total, from the OMol25 dataset.

Cartesian coordinates (Å):
C -0.253 1.708 -1.509
O 0.120 1.582 -0.129
H -1.341 1.544 -1.446
H -0.184 2.830 -1.863
H 0.204 0.922 -2.168
H 0.381 2.469 0.184
C 1.226 -1.480 0.388
C -1.088 -1.424 0.819
N -0.049 -0.750 0.677
H 1.797 -0.666 -0.020
H 1.043 -2.346 -0.134
H 1.586 -1.752 1.340
H -1.299 -2.429 0.427
H -2.075 -1.062 1.288
H -0.039 0.263 0.498

## Properties
* charge: +1
* Kohn-Sham gap: 0.3898 hartree

Löwdin atomic charge list, values in e, 6 entries: C -0.094; O -0.155; H 0.083; H 0.138; H 0.102; H 0.135

=====

It is version one that is the most stable of them.

=====

Version one
The following is a quantum chemistry calculation of a cluster of 2 separate species, C3H10NO in total, from the OMol25 dataset.

Cartesian coordinates (Å):
C -0.586 0.634 -0.720
O 0.546 0.165 0.300
C -1.897 0.463 -0.111
C -2.389 -0.923 0.215
N 3.548 -0.184 0.187
H -0.226 1.639 -1.041
H -0.486 -0.100 -1.553
H 0.060 -0.135 1.054
H -2.371 1.386 0.330
H -3.409 -0.916 0.568
H -1.788 -1.648 0.791
H -2.458 -1.350 -0.799
H 3.541 0.061 1.164
H 4.384 -0.116 -0.222
H 2.773 0.101 -0.311

## Properties
* charge: +1
* Kohn-Sham gap: 0.1319 hartree

Löwdin atomic charge list, values in e, 6 entries: C -0.098; O -0.005; C 0.164; C 0.014; N 0.070; H 0.151

=====

Version two
The following is a quantum chemistry calculation of the ion C3H10NO with charge +1, from the OMol25 dataset.

Cartesian coordinates (Å):
C 1.776 -0.436 0.493
C 0.830 -0.050 -0.639
C -0.173 1.021 -0.222
O -1.547 0.733 -0.602
N -2.026 -0.360 0.121
H 1.241 -0.881 1.335
H 2.304 0.441 0.865
H 2.522 -1.148 0.150
H 0.312 -0.936 -1.021
H 1.402 0.323 -1.488
H -0.004 1.968 -0.727
H -0.161 1.202 0.858
H -1.903 -0.220 1.132
H -3.023 -0.431 -0.092
H -1.550 -1.225 -0.163

## Properties
* charge: +1
* structure (SMILES): CCCO[NH3+]
* Kohn-Sham gap: 0.4450 hartree

Löwdin atomic charge list, values in e, 6 entries: C -0.090; C -0.222; C -0.149; O -0.078; N 0.213; H 0.076

=====

It is version two that is the most stable of them.

=====

Version one
The following is a quantum chemistry calculation of a cluster of 2 separate species, C3H10NO in total, from the OMol25 dataset.

Cartesian coordinates (Å):
C 0.126 0.257 -0.318
O -1.038 0.487 0.529
C 0.600 1.497 -0.983
C 1.839 1.957 -0.847
H -0.223 -0.426 -1.108
H 0.946 -0.240 0.207
H -0.865 1.368 0.883
H -0.066 1.997 -1.678
H 2.170 2.852 -1.352
H 2.589 1.391 -0.305
N -1.221 -2.223 0.993
H -2.136 -2.602 1.196
H -1.241 -1.177 0.872
H -0.626 -2.504 1.780
H -0.855 -2.635 0.132

## Properties
* charge: +1
* Kohn-Sham gap: 0.3595 hartree

Löwdin atomic charge list, values in e, 6 entries: C -0.267; O -0.098; C -0.168; C 0.053; H 0.120; H 0.117

=====

Version two
The following is a quantum chemistry calculation of a cluster of 2 separate species, C3H10NO in total, from the OMol25 dataset.

Cartesian coordinates (Å):
C -1.378 0.882 1.764
C -1.002 0.159 0.507
C 0.019 0.608 -0.235
N 0.028 0.284 -1.709
H -0.939 1.864 1.841
H -1.081 0.269 2.626
H -2.464 0.787 1.760
H -1.286 -0.887 0.370
H 0.664 1.431 0.044
H 0.868 -0.254 -1.946
H 0.081 1.164 -2.223
H -0.828 -0.228 -1.881
H 2.640 -1.158 -0.284
H 1.953 -2.278 0.512
O 1.787 -1.590 -0.146

## Properties
* charge: +1
* Kohn-Sham gap: 0.3850 hartree

Löwdin atomic charge list, values in e, 6 entries: C -0.063; C -0.130; C -0.109; N 0.207; H 0.084; H 0.096

=====

It is version one that is the most stable of them.

=====

Version one
The following is a quantum chemistry calculation of a cluster of 5 separate species, CH11O5 in total, from the OMol25 dataset.

Cartesian coordinates (Å):
C -0.080 0.520 -0.665
O 0.579 -0.344 0.159
H -0.703 -0.104 -1.416
H 0.579 1.276 -1.147
H -0.800 1.163 -0.052
H 1.165 -1.798 -2.442
H 1.264 -0.834 -3.568
O 0.901 -1.743 -3.391
H -3.339 1.187 1.351
H -4.551 0.345 1.539
O -4.145 0.931 0.940
H 3.155 0.303 1.073
H 2.076 -0.069 0.187
O 3.098 0.110 0.198
H 0.512 -0.729 3.003
H 0.312 -0.177 1.615
O -0.023 -0.039 2.617

## Properties
* charge: -1
* Kohn-Sham gap: 0.2913 hartree

Löwdin atomic charge list, values in e, 6 entries: C -0.324; O -0.392; H 0.073; H 0.055; H 0.060; H 0.043

=====

Version two
The following is a quantum chemistry calculation of a cluster of 5 separate species, CH11O5 in total, from the OMol25 dataset.

Cartesian coordinates (Å):
C -1.505 1.311 1.570
O -0.506 1.119 0.583
H -2.511 0.789 1.331
H -1.687 2.492 1.834
H -1.281 0.877 2.597
H -1.759 -0.394 -0.012
H -0.909 -1.559 0.113
O -1.639 -1.234 -0.468
H 0.620 0.371 0.679
H 1.905 0.267 -0.044
O 1.520 -0.125 0.784
H 2.695 -2.136 -1.235
H 2.110 -2.206 0.145
O 2.487 -2.798 -0.545
H -0.228 1.499 -0.848
H -1.302 1.683 -2.142
O -0.440 1.844 -1.835

## Properties
* charge: -1
* Kohn-Sham gap: 0.3213 hartree

Löwdin atomic charge list, values in e, 6 entries: C -0.264; O -0.406; H 0.062; H 0.090; H 0.057; H -0.029

=====

It is version one that is the most stable of them.

=====

Version one
The following is a quantum chemistry calculation of an isolated molecule of C7H8N2O2S, from the OMol25 dataset.

Cartesian coordinates (Å):
C 3.094 -0.427 -0.372
N 2.172 0.705 -0.338
C 0.820 0.517 -0.187
N -0.106 1.411 -0.051
O 0.301 2.800 0.111
O 0.329 -0.734 -0.337
C -1.053 -1.043 -0.182
C -1.603 -0.911 1.154
C -2.530 0.062 1.231
S -3.260 0.657 -0.324
C -2.189 -0.415 -1.067
C -1.885 -1.672 -1.313
H 4.201 -0.237 -0.029
H 2.879 -1.356 0.191
H 3.004 -0.717 -1.465
H 2.373 1.536 0.148
H -0.305 3.302 0.653
H -1.141 -1.418 1.945
H -3.033 0.486 2.039
H -2.065 -2.544 -1.809

## Properties
* charge: 0
* structure (SMILES): CN/C(=N\O)O[C@@]12C=CSC1=C2
* Kohn-Sham gap: 0.3318 hartree

Löwdin atomic charge list, values in e, 6 entries: C -0.098; N 0.027; C -0.415; N 0.061; O -0.075; O 0.042

=====

Version two
The following is a quantum chemistry calculation of a cluster of 2 separate species, C7H8N2O2S in total, from the OMol25 dataset.

Cartesian coordinates (Å):
C -2.715 -1.532 0.502
C -1.810 -1.454 -0.731
C -0.376 -1.470 -0.516
N 0.767 -1.704 -0.656
O 1.969 -1.776 -0.659
H -2.535 -2.404 1.181
H -3.735 -1.669 0.320
H -2.480 -0.617 1.165
H -2.074 -0.427 -1.019
H -2.065 -2.270 -1.345
O 0.199 1.936 -0.795
C 0.897 1.954 0.225
C 2.240 1.276 0.273
C 3.029 0.833 -0.730
S 4.525 0.359 -0.203
C 4.055 0.739 1.467
N 2.913 1.270 1.458
H 0.734 2.508 1.194
H 2.862 0.820 -1.782
H 4.768 0.686 2.383

## Properties
* charge: 0
* structure (SMILES): CCC#[N+][O-].O=Cc1cscn1
* Kohn-Sham gap: 0.3460 hartree

Löwdin atomic charge list, values in e, 6 entries: C -0.114; C -0.213; C 0.027; N -0.106; O -0.020; H 0.084

=====

It is version two that is the most stable of them.